[1]
C15H14NO4S2Tl as an isolated structure in a non-equilibrium geometry. Source: the Open Molecules 2025 dataset; level of theory: ωB97M-V with the def2-TZVPD basis set.

The geometry in ORCA input format:
```
! wB97M-V def2-TZVPD RIJCOSX def2/J DEFGRID3
* xyz 2 1
Tl 3.1296 0.3138 1.3744
O -0.2383 -0.9529 4.8642
S 0.9063 -1.6829 4.4512
O 1.9595 -1.9637 5.3585
N 1.4260 -1.2421 2.9842
C 1.1119 -2.0717 1.9952
O 1.3988 -1.8081 0.8284
C 0.4331 -3.3127 2.4750
C 0.0396 -4.4364 1.7522
C -0.4779 -5.5203 2.4428
C -0.6329 -5.5032 3.8169
C -0.2775 -4.3654 4.5596
C 0.2464 -3.3418 3.8387
H 0.1749 -4.4396 0.6796
H -0.7587 -6.4114 1.8962
H -1.0274 -6.3567 4.3517
H -0.4330 -4.3413 5.6280
C -2.8174 5.1459 -2.7383
C -1.7076 4.1757 -2.7188
C -0.6717 4.2794 -3.6689
C 0.4670 3.5141 -3.5565
C 0.5740 2.5941 -2.5136
C -0.4403 2.4605 -1.5683
C -1.5940 3.2022 -1.7122
S 2.1185 1.6611 -2.3305
C 1.6517 0.0638 -3.1002
O 2.2098 1.3650 -0.8899
H -2.4517 6.1229 -2.4019
H -3.6410 4.8585 -2.0897
H -3.1664 5.3090 -3.7582
H -0.7578 4.9952 -4.4712
H 1.2659 3.6208 -4.2749
H -0.3249 1.7515 -0.7625
H -2.4128 3.0489 -1.0243
H 1.1005 -0.5069 -2.3581
H 2.5610 -0.4661 -3.3707
H 1.0559 0.2402 -3.9866
*
```

Output
- relative energy (zero: lowest compared OMol25 entry of this formula, charge and spin) (eV) = 0.795
- LUMO energy (spin up / spin down) (Ha) = -0.357 / -0.394
- HOMO-LUMO gap (spin up / spin down) (Eh) = 0.1921 / 0.1622
- HOMO (spin up / spin down) (eV) = -14.946 / -15.138
- strongest force on any atom (eV/A) = 5.465

Mulliken population analysis, charges in e, atoms 1 to 4: Tl 0.87; O -0.52; S 1.06; O -0.51

=====

[2]
C15H15BN9STi as an isolated structure. Source: the Open Molecules 2025 dataset; level of theory: ωB97M-V with the def2-TZVPD basis set.

The geometry in ORCA input format:
```
! wB97M-V def2-TZVPD RIJCOSX def2/J DEFGRID3
* xyz 3 1
Ti -0.0144 -0.0316 -0.0012
C -2.4173 3.0917 1.2808
C -2.3153 1.7377 1.1357
N -1.1469 1.4399 0.4841
N -0.5088 2.6350 0.2139
C -1.2550 3.6202 0.6959
B 0.9249 2.7169 -0.4692
N 0.8392 1.8290 -1.7895
C 1.2544 2.1303 -3.0132
C 1.0683 1.0275 -3.8617
C 0.5356 0.0478 -3.0733
N 0.3880 0.5235 -1.7970
N 1.9039 1.9465 0.4932
C 3.0398 2.2629 1.1017
C 3.5145 1.1529 1.8250
C 2.6054 0.1620 1.6134
N 1.6007 0.6265 0.7988
N 1.2805 4.0999 -0.7878
C 0.6105 4.9968 -1.5919
C 1.3263 6.1533 -1.6037
C 2.4421 5.8956 -0.7681
N 2.4147 4.6768 -0.2822
H -3.2165 3.6453 1.7452
H -2.9885 0.9523 1.4430
H -0.9305 4.6465 0.6028
H 1.6616 3.1081 -3.2258
H 1.3028 0.9723 -4.9119
H 0.2480 -0.9622 -3.3222
H 3.4347 3.2615 0.9727
H 4.4145 1.1084 2.4156
H 2.5969 -0.8544 1.9757
H -0.3130 4.7408 -2.0899
H 1.0919 7.0615 -2.1317
H 3.2537 6.5576 -0.5106
S -1.0794 -4.1742 1.3623
C -1.8565 -3.7811 -0.1126
C -1.5374 -2.5300 -0.5023
N -0.6674 -1.8828 0.3757
C -0.3571 -2.6747 1.4157
H -2.5073 -4.4852 -0.6104
H -1.9015 -2.0291 -1.3897
H 0.2915 -2.3724 2.2270
*
```

Output
- relative energy (zero: lowest compared OMol25 entry of this formula, charge and spin) (eV) = 0.000
- LUMO energy (Ha) = -0.449
- HOMO-LUMO gap (Eh) = 0.1976
- HOMO (eV) = -17.592
- strongest force on any atom (eV/A) = 0.172

Mulliken population analysis, charges in e, atoms 1 to 4: Ti 2.11; C -1.08; C -0.25; N -0.18

=====

[3]
A 3-piece molecular cluster, C15H15BrCl3F6N3O6P overall in a non-equilibrium geometry. Source: the Open Molecules 2025 dataset; level of theory: ωB97M-V with the def2-TZVPD basis set.

The geometry in ORCA input format:
```
! wB97M-V def2-TZVPD RIJCOSX def2/J DEFGRID3
* xyz 1 1
C -0.1380 -0.1881 -2.2995
C 1.0684 0.8059 -1.8928
Cl 1.1284 2.4525 -2.7573
C 2.0868 0.5040 -0.8967
Cl 2.1259 -1.0951 -0.0192
N 3.0807 1.6190 -0.6653
C 4.2064 1.7698 -1.6058
N 4.8753 2.9664 -1.0541
N 6.0079 3.4819 -1.7075
C 5.4773 4.3227 -2.6197
O 4.9151 5.0569 -3.4665
C 4.2754 3.5626 0.1445
P 4.8019 5.1094 1.1227
O 4.4019 4.8018 2.7658
Br 3.5190 6.8812 0.4003
C 3.0360 2.6160 0.4077
Cl 1.8412 2.7771 1.7674
H 0.1668 -0.7168 -3.2769
H -0.3825 -0.9017 -1.4293
H -1.0685 0.4827 -2.4986
H 4.4856 1.1306 -2.5176
H 4.2602 3.8133 2.8064
C 1.4271 -5.2847 4.7471
C 0.0590 -5.6254 4.1902
O -0.1830 -4.9067 2.9698
C 0.3382 -5.4524 1.8448
O 0.9785 -6.4762 1.8219
C -0.0356 -4.6165 0.6222
F 0.1129 -3.2852 0.8361
F -1.3247 -4.8009 0.2581
F 0.7134 -4.9085 -0.4627
H 1.5338 -4.2032 4.8690
H 1.5812 -5.7671 5.7149
H 2.2203 -5.6086 4.0682
H -0.7136 -5.3141 4.8978
H -0.0590 -6.7026 4.0391
C -7.0693 1.5019 -2.0825
C -5.7786 0.8364 -2.5170
O -4.6440 1.6168 -2.1049
C -4.2301 1.4364 -0.8281
O -4.7544 0.6804 -0.0456
C -2.9932 2.2859 -0.5419
F -3.1049 3.5457 -1.0224
F -1.8757 1.7615 -1.1056
F -2.7335 2.4096 0.7767
H -7.1129 2.5313 -2.4487
H -7.9337 0.9536 -2.4634
H -7.1410 1.5483 -0.9928
H -5.7432 0.7805 -3.6080
H -5.7055 -0.1883 -2.1403
*
```

Output
- LUMO energy (Ha) = -0.170
- HOMO-LUMO gap (Eh) = 0.2851
- HOMO (eV) = -12.373
- strongest force on any atom (eV/A) = 9.257

Mulliken population analysis, charges in e, atoms 1 to 4: C -0.70; C 0.58; Cl -0.15; C -0.53

=====

[4]
An isolated molecule of C15H15ClN4O in a non-equilibrium geometry. Source: the Open Molecules 2025 dataset; level of theory: ωB97M-V with the def2-TZVPD basis set.

The geometry in ORCA input format:
```
! wB97M-V def2-TZVPD RIJCOSX def2/J DEFGRID3
* xyz 0 1
O 0.5845 3.4319 1.0241
C 0.2877 2.2775 0.7441
N 1.2469 1.5111 0.0823
N 1.0800 0.1378 -0.1124
C 1.7206 -0.7732 -0.7994
C 2.8811 -0.4246 -1.7508
C 2.8724 -1.2580 -2.9849
C 2.8875 -2.7497 -2.6188
C 1.9046 -3.0842 -1.5926
N 1.3760 -4.3221 -1.4294
C 0.4601 -4.3193 -0.4212
C 0.3474 -2.9996 0.0031
C 1.3643 -2.2019 -0.7393
N -0.9520 1.7724 1.0227
C -2.0695 2.2363 1.7339
C -1.9716 3.0857 2.8567
C -3.2066 3.5498 3.4235
C -4.5073 3.2365 2.8936
Cl -5.9236 3.7569 3.7946
C -4.5617 2.3522 1.8173
C -3.3884 1.8630 1.2059
H 1.9011 2.1396 -0.4986
H 2.7398 0.6790 -2.1285
H 3.7511 -0.5941 -1.1364
H 1.9406 -0.9586 -3.5863
H 3.7992 -0.9679 -3.5600
H 3.9920 -2.9431 -2.3446
H 2.7248 -3.3316 -3.5511
H 1.6683 -5.1158 -2.0157
H -0.1808 -5.1850 0.0014
H -0.2376 -2.5703 0.7640
H -1.0691 0.8639 0.6029
H -1.0666 3.3304 3.2819
H -3.3620 4.3324 4.1298
H -5.4910 1.9434 1.4721
H -3.5422 1.2991 0.4162
*
```

Output
- relative energy (zero: lowest compared OMol25 entry of this formula, charge and spin) (eV) = 1.012
- LUMO energy (Ha) = 0.022
- HOMO-LUMO gap (Eh) = 0.3212
- HOMO (eV) = -8.137
- strongest force on any atom (eV/A) = 7.035
- SMILES = O=C(N/N=C1\CCCc2[nH]ccc21)Nc1ccc(Cl)cc1

Mulliken population analysis, charges in e, atoms 1 to 4: O -0.68; C 0.36; N -0.17; N -0.30

=====

[5]
C15H15ClN4O2S as an isolated structure in a non-equilibrium geometry. Source: the Open Molecules 2025 dataset; level of theory: ωB97M-V with the def2-TZVPD basis set.

The geometry in ORCA input format:
```
! wB97M-V def2-TZVPD RIJCOSX def2/J DEFGRID3
* xyz 0 1
C 6.1920 -1.5809 -1.0963
N 5.9029 -0.2648 -0.6057
N 6.8759 0.6118 -0.4931
C 6.3471 1.7289 -0.0256
C 4.9760 1.5575 0.1680
C 4.7023 0.2406 -0.2188
C 3.4746 -0.5759 -0.2625
O 3.4617 -1.7314 -0.6266
N 2.3555 0.0992 0.1469
N 1.1633 -0.5069 0.1659
C 0.1370 0.1397 0.5457
C -1.1676 -0.4864 0.5808
C -2.2798 0.2509 0.9848
C -3.5346 -0.3398 1.0213
C -3.6817 -1.6790 0.6761
C -2.5761 -2.4120 0.2729
C -1.3290 -1.8249 0.2147
H -0.4596 -2.3787 -0.1002
H -2.6967 -3.4506 0.0036
H -4.6567 -2.1384 0.7425
O -4.6264 0.3872 1.4680
C -5.3777 1.0838 0.5092
C -5.9949 0.2927 -0.6541
H -7.0321 -0.0094 -0.5392
H -5.3831 -0.5494 -0.9740
S -5.7458 1.7027 -1.7915
C -4.6582 2.1099 -0.3793
H -4.7091 3.1478 -0.0619
H -3.6323 1.8299 -0.6141
H -6.1629 1.5729 1.0936
H -2.1719 1.2825 1.2890
H 0.1992 1.1902 0.8607
H 2.4331 1.0765 0.4424
Cl 3.9046 2.7605 0.7643
H 6.9480 2.5967 0.1525
H 5.9260 -2.3318 -0.3526
H 5.6186 -1.7851 -2.0003
H 7.2586 -1.6164 -1.3072
*
```

Output
- relative energy (zero: lowest compared OMol25 entry of this formula, charge and spin) (eV) = 1.956
- LUMO energy (Ha) = -0.003
- HOMO-LUMO gap (Eh) = 0.3127
- HOMO (eV) = -8.596
- strongest force on any atom (eV/A) = 1.063

Mulliken population analysis, charges in e, atoms 1 to 4: C -0.69; N 0.82; N -1.09; C -0.56

=====

[6]
C15H15CoN3O6SSe as an isolated structure in a non-equilibrium geometry. Source: the Open Molecules 2025 dataset; level of theory: ωB97M-V with the def2-TZVPD basis set.

The geometry in ORCA input format:
```
! wB97M-V def2-TZVPD RIJCOSX def2/J DEFGRID3
* xyz -1 5
Co -0.3236 0.0577 0.2777
N -0.2900 8.5321 -4.5043
C -0.1974 7.4844 -4.0379
C -0.0832 6.2021 -3.4769
C -0.9729 5.1886 -3.8562
C -0.8724 3.9376 -3.2958
C 0.1136 3.6566 -2.3370
C 1.0254 4.6670 -1.9924
C 0.9269 5.9215 -2.5480
C 0.1383 2.4119 -1.6822
C 0.1023 1.3493 -1.0807
H -1.7438 5.4067 -4.5827
H -1.5587 3.1527 -3.5779
H 1.7997 4.4470 -1.2707
H 1.6168 6.7059 -2.2654
O -0.2358 0.0157 4.4067
S -0.8585 0.5420 3.1982
N 0.0790 0.3670 1.9791
O -1.6864 -1.5843 0.4019
Se -2.7121 -0.6769 1.2698
O -4.1859 -1.2041 1.1967
O -2.4762 0.8299 0.7849
O -2.2000 -0.7556 2.8733
O 1.1149 -1.4409 -0.2210
C 1.4525 -2.5488 0.1691
C 1.0380 -3.8370 -0.5015
C -0.1203 -4.3773 0.3655
C 0.1674 -4.5560 1.8673
C 0.2087 -3.2503 2.6840
C 1.5188 -2.4452 2.5709
N 2.1849 -2.7708 1.3152
H 1.8694 -4.5453 -0.5232
H 0.6814 -3.6579 -1.5135
H -0.4228 -5.3449 -0.0467
H -0.9599 -3.6866 0.2638
H 1.0776 -5.1471 2.0230
H -0.6605 -5.1465 2.2687
H 0.0267 -3.4763 3.7355
H -0.6201 -2.6342 2.3431
H 2.2144 -2.6858 3.3774
H 1.3083 -1.3742 2.5923
H 2.5153 -3.7298 1.3497
*
```

Output
- expectation value of S² = 6.02
- LUMO energy (spin up / spin down) (Ha) = 0.090 / 0.044
- HOMO-LUMO gap (spin up / spin down) (Eh) = 0.3055 / 0.2579
- HOMO (spin up / spin down) (eV) = -5.874 / -5.812
- strongest force on any atom (eV/A) = 1.814

Mulliken population analysis, charges in e, atoms 1 to 4: Co 0.33; N -0.56; C 0.13; C 0.55

=====

> Which formula does entry 5 have?

C15H15ClN4O2S

=====

Please write out number 6 again, unchanged.
C15H15CoN3O6SSe as an isolated structure in a non-equilibrium geometry. Source: the Open Molecules 2025 dataset; level of theory: ωB97M-V with the def2-TZVPD basis set.

The geometry in ORCA input format:
```
! wB97M-V def2-TZVPD RIJCOSX def2/J DEFGRID3
* xyz -1 5
Co -0.3236 0.0577 0.2777
N -0.2900 8.5321 -4.5043
C -0.1974 7.4844 -4.0379
C -0.0832 6.2021 -3.4769
C -0.9729 5.1886 -3.8562
C -0.8724 3.9376 -3.2958
C 0.1136 3.6566 -2.3370
C 1.0254 4.6670 -1.9924
C 0.9269 5.9215 -2.5480
C 0.1383 2.4119 -1.6822
C 0.1023 1.3493 -1.0807
H -1.7438 5.4067 -4.5827
H -1.5587 3.1527 -3.5779
H 1.7997 4.4470 -1.2707
H 1.6168 6.7059 -2.2654
O -0.2358 0.0157 4.4067
S -0.8585 0.5420 3.1982
N 0.0790 0.3670 1.9791
O -1.6864 -1.5843 0.4019
Se -2.7121 -0.6769 1.2698
O -4.1859 -1.2041 1.1967
O -2.4762 0.8299 0.7849
O -2.2000 -0.7556 2.8733
O 1.1149 -1.4409 -0.2210
C 1.4525 -2.5488 0.1691
C 1.0380 -3.8370 -0.5015
C -0.1203 -4.3773 0.3655
C 0.1674 -4.5560 1.8673
C 0.2087 -3.2503 2.6840
C 1.5188 -2.4452 2.5709
N 2.1849 -2.7708 1.3152
H 1.8694 -4.5453 -0.5232
H 0.6814 -3.6579 -1.5135
H -0.4228 -5.3449 -0.0467
H -0.9599 -3.6866 0.2638
H 1.0776 -5.1471 2.0230
H -0.6605 -5.1465 2.2687
H 0.0267 -3.4763 3.7355
H -0.6201 -2.6342 2.3431
H 2.2144 -2.6858 3.3774
H 1.3083 -1.3742 2.5923
H 2.5153 -3.7298 1.3497
*
```

Output
- expectation value of S² = 6.02
- LUMO energy (spin up / spin down) (Ha) = 0.090 / 0.044
- HOMO-LUMO gap (spin up / spin down) (Eh) = 0.3055 / 0.2579
- HOMO (spin up / spin down) (eV) = -5.874 / -5.812
- strongest force on any atom (eV/A) = 1.814

Mulliken population analysis, charges in e, atoms 1 to 4: Co 0.33; N -0.56; C 0.13; C 0.55

=====

> Which of these has the highest strongest force on any atom?

C15H15BrCl3F6N3O6P

=====

> Look up the strongest force on any atom of the first one.

5.465 eV/A